# C18H64N10O14

14 unconnected molecules or ions with the total composition C18H64N10O14 at a distorted geometry (the ωB97M-V functional and the def2-TZVPD basis, the Open Molecules 2025 dataset).

Structure (XYZ):
```
106
C18H64N10O14 (the ωB97M-V functional and the def2-TZVPD basis)
C 18.95 10.32 1.63
C 18.91 9.07 0.77
O 18.42 7.99 1.53
H 19.42 10.06 2.59
H 17.95 10.77 1.63
H 19.66 10.93 1.03
H 19.87 8.75 0.42
H 18.25 9.18 -0.10
H 19.24 7.58 1.96
C 15.75 10.44 4.83
C 16.84 9.61 4.22
O 16.54 9.18 2.94
H 15.92 10.48 5.91
H 14.79 10.05 4.62
H 15.76 11.49 4.47
H 17.01 8.72 4.88
H 17.77 10.19 4.24
H 17.40 8.96 2.51
C 15.38 12.91 7.49
C 16.75 12.30 7.76
O 17.55 12.61 6.68
H 14.72 12.62 8.34
H 14.85 12.59 6.57
H 15.46 14.01 7.50
H 16.66 11.26 7.85
H 17.19 12.69 8.74
H 17.62 13.53 6.66
C 12.87 6.21 3.32
C 13.30 7.65 3.70
O 14.01 7.43 4.85
H 12.34 6.18 2.38
H 12.21 5.72 3.98
H 13.73 5.62 3.08
H 12.50 8.32 3.85
H 14.02 8.06 3.01
H 13.92 8.25 5.25
C 13.48 14.80 5.43
O 14.66 15.40 4.99
N 12.88 13.87 4.84
N 12.97 15.12 6.58
H 13.51 13.28 4.21
H 12.06 13.35 5.13
H 13.65 15.66 7.22
H 12.40 14.37 7.01
C 21.05 7.79 3.16
O 21.99 8.68 2.73
N 20.60 6.79 2.45
N 20.18 8.02 4.04
H 20.90 6.64 1.51
H 20.11 6.02 2.90
H 20.31 8.88 4.59
H 19.47 7.42 4.34
C 16.79 5.06 2.31
O 17.73 4.87 1.33
N 16.39 4.07 3.08
N 16.30 6.24 2.56
H 16.86 3.11 3.05
H 15.80 4.15 3.89
H 16.78 7.07 2.06
H 15.43 6.48 3.05
C 14.15 11.85 1.65
O 14.09 12.51 2.91
N 13.80 12.49 0.59
N 14.74 10.70 1.47
H 13.59 13.58 0.79
H 14.06 12.31 -0.37
H 15.19 10.27 2.29
H 14.71 10.20 0.55
C 19.94 9.74 6.46
O 20.59 8.70 7.16
N 18.72 10.18 6.68
N 20.54 10.39 5.51
H 18.18 9.66 7.41
H 18.30 11.08 6.42
H 21.56 10.29 5.27
H 20.13 11.26 5.11
C 12.76 10.58 6.73
O 12.52 9.20 6.72
H 11.78 11.06 6.62
H 13.40 10.82 5.89
H 13.22 10.88 7.63
H 11.97 8.96 7.47
C 18.06 6.21 6.13
O 18.08 6.37 4.72
H 18.42 5.21 6.34
H 17.07 6.41 6.44
H 18.83 6.87 6.64
H 17.17 6.47 4.42
C 15.93 8.58 7.91
O 17.20 8.91 8.41
H 15.14 9.31 8.01
H 15.55 7.67 8.42
H 15.99 8.26 6.87
H 17.09 9.52 9.10
C 11.22 10.65 3.70
O 10.69 11.91 3.79
H 10.90 10.01 2.86
H 11.01 10.17 4.62
H 12.34 10.64 3.64
H 9.76 11.76 3.95
C 16.77 13.73 3.59
O 16.00 14.57 2.70
H 16.20 13.45 4.46
H 17.57 14.36 4.04
H 17.19 12.89 3.09
H 15.69 15.27 3.25
```



# C6H9NO3

2 unconnected molecules or ions with the total composition C6H9NO3 at a distorted geometry (the ωB97M-V functional and the def2-TZVPD basis, the Open Molecules 2025 dataset).

## Properties
SMILES string: NC1=CC(=O)OC12CC2.O

Structure (XYZ):
```
19
C6H9NO3 (the ωB97M-V functional and the def2-TZVPD basis)
N -5.26 -3.79 -0.54
C -3.97 -3.45 -0.49
C -3.13 -3.65 0.58
C -1.74 -3.59 0.17
O -0.91 -2.76 0.60
O -1.70 -3.79 -1.16
C -3.17 -3.30 -1.75
C -3.49 -4.11 -2.98
C -3.76 -2.63 -2.96
H -5.67 -4.17 -1.39
H -5.78 -4.00 0.30
H -3.41 -4.08 1.54
H -2.64 -4.44 -3.57
H -4.33 -4.80 -2.94
H -4.80 -2.29 -2.93
H -3.12 -2.02 -3.60
O -1.73 -0.94 -1.47
H -1.65 0.01 -1.36
H -1.16 -1.23 -0.54
```



What did we get for energy above the lowest of the compared OMol25 structures with the same formula, charge and spin? Answer: 146.9, 405.2 kJ/mol, in the order shown.